The following is a DFT calculation (ωB97M-V with the def2-TZVPD basis set) of a molecular structure, C24H26CrN9O2Se.

Orbital gap (spin up / spin down), eV: 5.448 / 5.944
Multiplicity: 2
HOMO energy (spin up / spin down), eV: -5.78 / -6.28

CARTESIAN COORDINATES (ANGSTROEM)
1 Se 3.43 0.44 1.28
2 Cr 1.29 -0.23 0.93
3 O -0.49 -1.04 0.07
4 O -1.77 -0.54 -1.70
5 N 0.01 0.07 2.41
6 N 1.71 -2.14 1.78
7 N 0.75 1.72 0.17
8 N -1.35 1.80 -2.86
9 N -1.08 2.11 1.69
10 N 1.75 -0.90 -1.09
11 N 0.10 -2.05 3.58
12 N -0.52 0.75 -4.75
13 N 0.07 2.93 -4.29
14 C 1.55 2.28 -0.75
15 C 2.40 -4.70 2.69
16 C -1.33 -0.47 -4.62
17 C 0.24 4.26 -0.89
18 C 0.66 -1.55 -3.24
19 C 2.70 -2.86 1.22
20 C 1.09 -2.68 2.84
21 C -0.28 2.45 0.63
22 C -2.10 -0.82 5.30
23 C -3.51 1.16 5.23
24 C -2.84 1.65 4.12
25 C 0.61 -0.66 -1.99
26 C -1.80 0.88 3.62
27 C -0.61 1.81 -3.95
28 C -0.58 -1.72 -4.12
29 C 3.07 -4.12 1.62
30 C -1.44 -0.32 4.19
31 C -0.33 -0.86 3.37
32 C -0.67 -0.78 -1.14
33 C 1.41 -3.97 3.30
34 C -3.14 -0.06 5.81
35 C -0.59 3.72 0.06
36 C -0.89 1.09 2.47
37 C 1.36 3.53 -1.30
38 H -2.15 -0.25 -3.95
39 H 0.04 5.26 -1.27
40 H -0.26 -2.30 -4.98
41 H 2.60 -0.45 -1.39
42 H 3.89 -4.62 1.12
43 H 1.93 -1.90 -1.03
44 H -1.44 4.24 0.46
45 H -1.76 -0.67 -5.60
46 H 2.65 -5.69 3.04
47 H 0.86 -4.34 4.15
48 H -1.63 0.88 -2.42
49 H -4.32 1.72 5.66
50 H 0.65 2.93 -5.10
51 H -1.32 -2.32 -3.59
52 H -1.32 2.61 -2.26
53 H 1.50 -1.20 -3.85
54 H 0.33 3.56 -3.54
55 H 2.09 3.94 -1.98
56 H -3.69 -0.41 6.68
57 H -3.11 2.58 3.65
58 H 3.26 -2.34 0.45
59 H 2.43 1.71 -1.00
60 H 0.11 0.81 -5.52
61 H -1.82 -1.77 5.73
62 H 0.94 -2.55 -2.91
63 H 0.67 0.39 -2.28

Atomic partial charges in e from the Mulliken method, atoms 1 to 8: atom 1 (Se): -0.5086, atom 2 (Cr): -0.2312, atom 3 (O): -0.5243, atom 4 (O): -0.8671, atom 5 (N): 0.4061, atom 6 (N): 0.7396, atom 7 (N): 1.1020, atom 8 (N): -0.2463

The following is a DFT calculation (ωB97M-V with the def2-TZVPD basis set) of 2 unconnected molecules or ions with the total composition C24H26F2O3 at a distorted geometry.

Orbital gap, eV: 2.952
HOMO energy, eV: -5.95

CARTESIAN COORDINATES (ANGSTROEM)
1 F 1.98 0.46 -4.89
2 F -2.80 6.86 1.89
3 O 1.27 1.13 2.59
4 O -1.45 1.66 2.72
5 O 1.74 -0.97 3.27
6 C 3.10 -0.71 2.88
7 C 1.71 1.15 -3.74
8 C 0.77 2.97 -0.01
9 C -2.92 0.16 3.88
10 C -0.60 -1.66 4.16
11 C -3.71 -0.73 2.93
12 C 0.09 4.67 1.62
13 C 0.20 2.50 -2.45
14 C 1.05 2.43 -1.30
15 C -0.45 -0.32 3.51
16 C -1.98 -2.57 2.21
17 C -0.76 5.66 2.11
18 C 2.29 1.74 -1.50
19 C -3.33 -2.21 2.87
20 C -1.53 0.60 3.33
21 C -1.90 5.97 1.37
22 C -1.34 4.36 -0.31
23 C 0.89 0.07 3.07
24 C -0.16 3.98 0.39
25 C -2.20 5.35 0.16
26 C 0.50 1.84 -3.64
27 C 3.91 -1.93 3.22
28 C 2.63 1.10 -2.69
29 C -0.85 -2.85 3.19
30 H -2.15 -3.46 1.60
31 H -0.20 1.84 -4.48
32 H 3.56 0.55 -2.80
33 H -3.68 -0.29 1.92
34 H 3.90 -2.14 4.30
35 H 0.30 -1.89 4.74
36 H 0.99 4.42 2.17
37 H 4.95 -1.75 2.92
38 H 3.02 1.75 -0.68
39 H -0.56 6.17 3.05
40 H -1.08 -3.74 3.79
41 H 3.56 -2.83 2.71
42 H 3.12 -0.52 1.80
43 H 1.38 2.56 0.81
44 H -3.41 -2.65 3.87
45 H 3.49 0.17 3.41
46 H -4.75 -0.69 3.27
47 H -0.71 3.09 -2.43
48 H -3.10 5.62 -0.39
49 H -1.67 -1.77 1.53
50 H -2.80 -0.29 4.87
51 H -1.46 -1.61 4.85
52 H 0.08 -3.06 2.63
53 H -1.59 3.87 -1.24
54 H -3.49 1.09 4.01
55 H -4.12 -2.68 2.27

Atomic partial charges in e from the Mulliken method, atoms 1 to 8: atom 1 (F): -0.2965, atom 2 (F): -0.3037, atom 3 (O): -0.6947, atom 4 (O): -0.6288, atom 5 (O): -0.1479, atom 6 (C): 0.0062, atom 7 (C): 0.4997, atom 8 (C): -0.3555

The following is a DFT calculation (ωB97M-V with the def2-TZVPD basis set) of a molecular structure, C24H26I2NO3Se2V at a distorted geometry.

Orbital gap (spin up / spin down), eV: 5.190 / 5.241
Multiplicity: 2
Net charge: -1
HOMO energy (spin up / spin down), eV: -3.16 / -3.22

CARTESIAN COORDINATES (ANGSTROEM)
1 I 4.95 0.00 0.07
2 I 3.88 -0.26 -5.83
3 Se 0.08 -0.08 2.59
4 Se -1.55 -1.94 -0.14
5 V -0.11 -0.06 0.14
6 O -1.86 -4.14 4.10
7 O -3.14 0.03 1.90
8 O 1.72 -0.01 0.00
9 N 0.02 -0.17 -1.88
10 C 4.02 -0.25 -2.82
11 C -2.79 -3.08 3.89
12 C -0.91 -0.14 -2.82
13 C -0.87 1.61 0.02
14 C -0.92 -1.54 3.47
15 C -2.24 -2.06 2.88
16 C -1.29 4.09 0.05
17 C 2.22 -0.15 -1.19
18 C 2.20 3.55 -3.53
19 C 0.82 3.43 -3.60
20 C -2.00 -2.83 1.57
21 C 1.31 -0.23 -2.28
22 C 2.81 3.48 -2.29
23 C 1.72 -0.25 -3.63
24 C 0.71 -0.22 -4.60
25 C 3.12 -0.28 -3.86
26 C 2.05 3.30 -1.14
27 C -0.60 -0.17 -4.18
28 C 0.67 3.18 -1.20
29 C 3.57 -0.19 -1.50
30 C -0.21 3.00 0.05
31 C 0.07 3.24 -2.46
32 C -3.36 -1.00 2.82
33 C 0.60 3.14 1.34
34 H -0.83 5.08 0.12
35 H -1.11 -1.17 4.48
36 H -1.91 4.06 -0.84
37 H 0.33 3.49 -4.57
38 H -1.94 -0.13 -2.47
39 H 2.80 3.69 -4.43
40 H 2.57 3.27 -0.18
41 H -3.85 0.67 1.98
42 H -1.00 3.14 -2.55
43 H 0.96 -0.24 -5.65
44 H -2.89 -3.42 1.34
45 H 5.08 -0.27 -3.03
46 H -0.06 2.96 2.19
47 H 1.39 2.39 1.40
48 H -4.30 -1.52 2.58
49 H -3.74 -3.48 3.52
50 H -3.46 -0.58 3.83
51 H 1.04 4.14 1.43
52 H -1.93 3.95 0.92
53 H 3.89 3.57 -2.21
54 H -2.16 -4.67 4.84
55 H -1.41 -0.15 -4.91
56 H -0.23 -2.38 3.54
57 H -2.99 -2.56 4.84
58 H -1.96 1.67 -0.02
59 H -1.18 -3.52 1.75

Atomic partial charges in e from the Mulliken method, atoms 1 to 8: atom 1 (I): 0.0020, atom 2 (I): -0.0017, atom 3 (Se): -0.3674, atom 4 (Se): -0.2946, atom 5 (V): -0.5076, atom 6 (O): -0.5074, atom 7 (O): -0.2933, atom 8 (O): -0.4488

The following is a DFT calculation (ωB97M-V with the def2-TZVPD basis set) of a molecular structure, C24H26MnNO5.

Orbital gap (spin up / spin down), eV: 4.711 / 5.018
Multiplicity: 2
Net charge: -1
HOMO energy (spin up / spin down), eV: -2.25 / -2.55

CARTESIAN COORDINATES (ANGSTROEM)
1 Mn 0.86 -0.01 0.12
2 O 0.43 1.07 1.90
3 O 1.32 -1.45 -1.41
4 O 2.48 -0.65 1.34
5 O 2.55 1.36 -0.53
6 O 0.13 -3.33 -1.51
7 N -5.78 4.73 -5.71
8 C 0.30 -3.85 1.90
9 C -2.06 3.52 -2.89
10 C 1.63 1.24 2.63
11 C -0.47 0.90 -1.03
12 C -0.87 -1.94 2.74
13 C 3.77 0.99 0.10
14 C -1.04 -2.57 3.95
15 C -0.56 -3.86 4.17
16 C -0.36 2.24 1.85
17 C -5.01 4.18 -5.04
18 C 2.34 -0.10 2.65
19 C 3.68 -0.43 0.62
20 C -3.30 1.48 -3.14
21 C -1.26 1.48 -1.77
22 C 0.11 -4.49 3.12
23 C 0.52 -2.23 -0.78
24 C -4.21 2.14 -3.94
25 C -4.06 3.50 -4.22
26 C 0.03 -1.81 0.44
27 C -2.19 2.15 -2.59
28 C -0.20 -2.55 1.63
29 C -1.07 -3.97 -1.12
30 C 2.60 1.26 -1.96
31 C -2.97 4.18 -3.68
32 H -3.42 0.43 -2.93
33 H -1.21 4.06 -2.47
34 H 2.78 0.23 -2.27
35 H -2.85 5.24 -3.90
36 H 1.41 1.54 3.66
37 H 0.52 -5.48 3.26
38 H -1.25 -0.94 2.59
39 H 1.61 1.56 -2.32
40 H 4.60 1.08 -0.60
41 H 0.17 3.05 1.33
42 H 3.94 1.70 0.91
43 H -1.25 1.99 1.28
44 H 2.23 2.03 2.16
45 H -1.56 -2.05 4.75
46 H 3.37 1.94 -2.34
47 H 3.32 0.00 3.13
48 H 1.74 -0.82 3.20
49 H 4.55 -0.66 1.25
50 H -1.88 -3.24 -1.06
51 H -1.28 -4.70 -1.89
52 H 3.62 -1.13 -0.21
53 H -0.99 -4.47 -0.15
54 H 0.88 -4.36 1.14
55 H -0.62 2.56 2.86
56 H -0.70 -4.36 5.12
57 H -5.06 1.60 -4.36

Atomic partial charges in e from the Mulliken method, atoms 1 to 8: atom 1 (Mn): 0.9572, atom 2 (O): 0.0226, atom 3 (O): -0.6815, atom 4 (O): -0.2182, atom 5 (O): -0.3006, atom 6 (O): -0.4449, atom 7 (N): -0.5705, atom 8 (C): -0.3413

The following is a DFT calculation (ωB97M-V with the def2-TZVPD basis set) of a molecular structure, C24H26N10O2SV at a distorted geometry.

Orbital gap (spin up / spin down), eV: 6.422 / 6.568
Multiplicity: 4
HOMO energy (spin up / spin down), eV: -6.23 / -7.34

CARTESIAN COORDINATES (ANGSTROEM)
1 V -0.03 0.29 0.38
2 S -0.78 -1.83 -1.67
3 O -1.33 -2.15 1.65
4 O 2.70 1.17 1.62
5 N -2.68 -0.34 0.17
6 N -0.26 -1.44 1.62
7 N -0.98 1.53 1.53
8 N 1.66 0.25 1.62
9 N 1.29 0.15 -1.31
10 N -0.09 1.83 -2.19
11 N -4.59 -1.64 -2.51
12 N -0.57 1.73 -0.97
13 N -3.22 -0.97 -0.94
14 N -3.30 -2.04 -2.75
15 C -4.52 -0.99 -1.40
16 C -3.14 4.38 -0.65
17 C 2.72 0.06 -3.68
18 C -1.05 0.64 5.13
19 C -0.36 1.71 5.69
20 C 1.67 0.93 -3.55
21 C -2.43 -1.64 -1.81
22 C 0.59 -2.81 3.46
23 C 0.10 2.73 4.87
24 C -1.52 2.62 -0.52
25 C 0.94 0.95 -2.36
26 C 1.76 -0.70 2.49
27 C -0.13 2.68 3.50
28 C -1.28 0.59 3.77
29 C -2.65 3.36 1.49
30 C 3.06 -0.78 -2.61
31 C 2.88 -0.78 3.48
32 C -5.64 -0.33 -0.70
33 C -0.81 1.60 2.94
34 C 0.69 -1.68 2.49
35 C 2.33 -0.69 -1.45
36 C -2.22 3.56 -1.27
37 C -1.72 2.51 0.88
38 C -3.35 4.28 0.73
39 H -1.42 -0.15 5.77
40 H -6.56 -0.51 -1.25
41 H 1.38 1.61 -4.35
42 H 0.15 -2.48 4.40
43 H -3.69 5.11 -1.23
44 H 2.41 1.84 0.98
45 H -2.36 -1.07 0.84
46 H 0.64 3.57 5.29
47 H -0.05 -3.57 3.03
48 H -2.81 3.29 2.56
49 H 0.23 3.47 2.85
50 H -3.35 0.30 0.58
51 H -1.82 -0.25 3.33
52 H 3.29 0.02 -4.60
53 H 2.49 -1.06 4.45
54 H -5.75 -0.72 0.31
55 H -3.07 -2.57 -3.57
56 H 3.59 -1.54 3.17
57 H 2.56 -1.31 -0.60
58 H -4.07 4.93 1.21
59 H 1.57 -3.23 3.67
60 H -2.03 3.62 -2.33
61 H 3.40 0.17 3.56
62 H -0.18 1.75 6.76
63 H 3.88 -1.48 -2.68
64 H -5.48 0.75 -0.63

Atomic partial charges in e from the Mulliken method, atoms 1 to 8: atom 1 (V): -0.7527, atom 2 (S): -0.3938, atom 3 (O): -0.9163, atom 4 (O): -0.6474, atom 5 (N): -0.2369, atom 6 (N): 1.0292, atom 7 (N): 1.1013, atom 8 (N): 0.8551

The following is a DFT calculation (ωB97M-V with the def2-TZVPD basis set) of 2 unconnected molecules or ions with the total composition C24H26N3O8 at a distorted geometry.

Orbital gap, eV: 5.923
Net charge: -1
HOMO energy, eV: -4.08

CARTESIAN COORDINATES (ANGSTROEM)
1 O 2.56 2.15 1.96
2 O 4.13 -1.94 -3.11
3 O -3.95 3.61 1.81
4 O -4.24 -6.04 0.58
5 O -1.21 1.73 4.96
6 O 1.08 -3.98 -1.34
7 O -3.05 -2.64 0.39
8 O -4.48 -4.57 -1.08
9 N 1.31 -2.38 -2.84
10 N 3.88 -0.19 -4.49
11 N -2.59 2.25 3.14
12 C -2.74 0.94 1.07
13 C 2.48 -2.24 -0.61
14 C -2.68 1.01 2.47
15 C 1.03 0.94 0.56
16 C -4.13 -4.88 0.09
17 C -3.63 -3.78 1.05
18 C 2.22 1.68 0.73
19 C 1.85 -1.23 -3.58
20 C -2.86 -0.28 0.41
21 C -2.93 -1.48 1.12
22 C -2.96 4.57 3.73
23 C 3.05 1.94 -0.38
24 C 1.58 -2.90 -1.63
25 C -1.92 2.50 4.32
26 C 0.69 0.44 -0.71
27 C -2.85 -1.43 2.52
28 C -2.10 3.93 4.82
29 C -3.21 3.42 2.77
30 C 1.53 0.68 -1.82
31 C 2.70 1.44 -1.65
32 C 5.31 0.04 -4.71
33 C -2.73 -0.20 3.19
34 C 3.39 -1.14 -3.69
35 C 1.16 0.10 -3.17
36 H -2.92 -0.32 -0.67
37 H -3.90 4.96 4.13
38 H 5.74 -0.82 -5.22
39 H 1.88 -1.99 0.26
40 H -2.70 1.85 0.47
41 H 0.66 -2.96 -3.34
42 H 3.48 2.39 2.01
43 H 3.96 2.51 -0.25
44 H -2.89 -4.22 1.72
45 H 3.25 -2.96 -0.32
46 H 0.39 0.75 1.41
47 H 5.46 0.93 -5.32
48 H 2.96 -1.35 -0.99
49 H -2.42 5.38 3.22
50 H 0.08 -0.06 -3.20
51 H 5.81 0.16 -3.75
52 H 1.53 -1.39 -4.61
53 H -4.49 -3.47 1.66
54 H -2.69 -0.21 4.27
55 H -0.21 -0.15 -0.82
56 H 3.35 1.64 -2.50
57 H -2.60 3.93 5.79
58 H -2.89 -2.34 3.11
59 H 3.22 0.41 -4.95
60 H 1.38 0.85 -3.92
61 H -1.12 4.42 4.92

Atomic partial charges in e from the Mulliken method, atoms 1 to 8: atom 1 (O): -0.5433, atom 2 (O): -0.6547, atom 3 (O): -0.6187, atom 4 (O): -0.7503, atom 5 (O): -0.6057, atom 6 (O): -0.6741, atom 7 (O): -0.3049, atom 8 (O): -0.7312

The following is a DFT calculation (ωB97M-V with the def2-TZVPD basis set) of a molecular structure, C24H26N4O6Ru.

Orbital gap (spin up / spin down), eV: 6.995 / 7.043
Multiplicity: 2
Net charge: +3
HOMO energy (spin up / spin down), eV: -17.46 / -17.46

CARTESIAN COORDINATES (ANGSTROEM)
1 Ru 0.00 -0.53 -0.02
2 O 3.86 -0.54 -2.15
3 O -0.28 0.94 1.75
4 O 0.36 2.53 3.09
5 O 1.92 -1.15 -1.21
6 O -1.57 -6.35 3.16
7 O -5.59 -1.90 3.51
8 N -0.01 -2.40 0.71
9 N 1.85 0.94 0.29
10 N -0.68 -0.86 -1.86
11 N -1.92 -0.72 0.51
12 C -4.01 0.27 1.01
13 C -2.19 -1.74 1.35
14 C -0.31 -6.25 2.56
15 C -0.34 -1.48 -5.19
16 C -2.03 -3.05 -4.13
17 C -1.25 -3.99 1.98
18 C -1.13 -2.76 1.38
19 C -0.20 -4.90 1.91
20 C 0.94 -4.51 1.22
21 C -3.37 -1.78 2.07
22 C -5.58 -0.76 2.69
23 C 0.55 1.79 2.04
24 C 2.86 -0.37 -1.34
25 C 3.83 2.85 0.39
26 C 2.74 2.92 1.25
27 C -1.06 -1.20 -2.89
28 C 2.91 0.86 -0.51
29 C -2.66 -0.64 -4.63
30 C -1.53 -1.59 -4.22
31 C -2.81 0.27 0.34
32 C 1.01 -3.27 0.63
33 C -4.30 -0.76 1.91
34 C 1.77 1.93 1.17
35 C 3.93 1.79 -0.50
36 H 2.66 3.74 1.96
37 H 0.02 -0.46 -5.27
38 H -2.32 -3.36 -5.13
39 H 1.88 -2.96 0.08
40 H 4.60 3.61 0.43
41 H 3.80 -1.36 -2.66
42 H -1.25 -3.72 -3.77
43 H 4.78 1.68 -1.16
44 H -3.03 -0.96 -5.61
45 H 1.79 -5.18 1.13
46 H 0.48 -2.14 -4.90
47 H -5.64 0.17 3.26
48 H -4.70 1.08 0.84
49 H -2.54 1.05 -0.36
50 H -6.41 -1.93 4.02
51 H -2.90 -3.12 -3.47
52 H 1.06 3.18 3.27
53 H -1.66 -7.20 3.60
54 H -2.32 0.39 -4.71
55 H -3.50 -0.69 -3.93
56 H -0.15 -7.01 1.78
57 H 0.51 -6.35 3.28
58 H -6.41 -0.76 1.97
59 H -0.68 -1.80 -6.18
60 H -3.58 -2.59 2.76
61 H -2.16 -4.27 2.50

Atomic partial charges in e from the Mulliken method, atoms 1 to 8: atom 1 (Ru): 0.1564, atom 2 (O): -0.4014, atom 3 (O): -0.3652, atom 4 (O): -0.4097, atom 5 (O): -0.3673, atom 6 (O): -0.4936, atom 7 (O): -0.4944, atom 8 (N): 0.3193

The following is a DFT calculation (ωB97M-V with the def2-TZVPD basis set) of a molecular structure, C24H26N5SW.

Orbital gap (spin up / spin down), eV: 5.567 / 5.611
Net charge: +3
HOMO energy (spin up / spin down), eV: -17.26 / -17.19

CARTESIAN COORDINATES (ANGSTROEM)
1 W -0.42 0.28 -0.12
2 S -2.09 -0.07 -1.81
3 N -1.37 -1.53 0.54
4 N 4.32 0.12 -5.89
5 N 1.07 -0.89 0.95
6 N -4.24 -1.59 -1.54
7 N -2.66 -1.81 0.12
8 C 2.36 -0.56 1.08
9 C 2.78 -2.35 2.61
10 C 0.68 2.11 0.95
11 C 3.24 -1.25 1.90
12 C 1.59 1.01 -3.89
13 C 0.46 1.10 3.28
14 C 0.62 -1.97 1.65
15 C -1.23 2.55 -0.41
16 C -0.78 -2.32 1.39
17 C -2.09 1.95 0.57
18 C -0.13 1.55 1.99
19 C 0.97 3.61 -1.06
20 C 0.69 0.95 -2.86
21 C 2.76 -0.89 -2.94
22 C -1.43 -3.52 1.98
23 C -3.57 1.94 0.37
24 C -3.09 -1.22 -1.02
25 C 0.85 0.09 -1.73
26 C 2.64 0.08 -3.94
27 C 1.44 -2.72 2.47
28 C 1.91 -0.86 -1.85
29 C -1.51 1.50 1.77
30 C 0.13 2.76 -0.18
31 C 3.57 0.10 -5.02
32 H 2.70 0.28 0.49
33 H -3.97 2.88 0.75
34 H -0.07 0.25 3.71
35 H 0.68 3.55 -2.11
36 H -3.09 -2.65 0.47
37 H -1.68 2.91 -1.33
38 H -3.84 1.87 -0.68
39 H -0.15 1.63 -2.89
40 H 0.81 4.65 -0.75
41 H -4.57 -1.17 -2.40
42 H -4.05 1.14 0.94
43 H 2.04 -1.64 -1.13
44 H -0.95 -3.83 2.90
45 H -2.15 1.05 2.53
46 H 3.53 -1.64 -3.02
47 H 1.48 1.72 -4.70
48 H -4.82 -2.33 -1.15
49 H 2.03 3.39 -0.96
50 H 1.07 -3.59 2.99
51 H 3.44 -2.92 3.25
52 H 1.75 2.14 1.10
53 H 1.52 0.87 3.19
54 H -2.48 -3.35 2.22
55 H 4.27 -0.93 1.96
56 H -1.37 -4.36 1.28
57 H 0.38 1.93 4.00

Atomic partial charges in e from the Mulliken method, atoms 1 to 8: atom 1 (W): 1.0562, atom 2 (S): -0.4269, atom 3 (N): 0.1175, atom 4 (N): -0.3256, atom 5 (N): 0.9538, atom 6 (N): -0.3442, atom 7 (N): -0.8979, atom 8 (C): -0.3481

DFT total energy per entry: -5019.46480, -1355.46594, -7552.93231, -2511.92621, -2970.34728, -1696.45528, -1694.61967, -1668.23034 Ha